No. 1
{"formula": "C33H32N10OPbS2", "method": "ωB97M-V with the def2-TZVPD basis set", "de_lowest_ev": 0.000, "lumo_ev": -5.5, "charge": 2, "homo_energy_ev": -11.9, "symbols": ["Pb", "C", "C", "N", "N", "C", "N", "S", "C", "C", "C", "C", "C", "N", "H", "H", "H", "H", "H", "H", "H", "H", "H", "O", "C", "C", "C", "C", "C", "C", "C", "N", "C", "C", "N", "H", "H", "H", "H", "H", "H", "H", "N", "C", "C", "C", "C", "C", "C", "C", "C", "N", "C", "H", "H", "H", "H", "H", "H", "H", "H", "N", "C", "S", "N", "C", "C", "C", "C", "C", "C", "H", "H", "H", "H", "H", "H", "H", "H"], "coordinates": [[0.02, 0.03, 0.36], [-3.37, 0.19, 4.08], [-2.15, 0.04, 3.21], [-2.16, -0.52, 2.06], [-3.36, -0.89, 1.54], [-3.63, -2.04, 1.15], [-4.76, -2.34, 0.37], [-2.61, -3.52, 1.47], [-0.83, 0.55, 3.73], [-0.79, 1.30, 4.89], [0.44, 1.70, 5.39], [1.60, 1.31, 4.74], [1.46, 0.57, 3.57], [0.29, 0.22, 3.06], [-4.23, -0.26, 3.60], [-3.21, -0.28, 5.05], [-3.58, 1.25, 4.24], [-5.35, -1.52, 0.22], [-5.31, -3.11, 0.73], [-1.70, 1.57, 5.42], [0.49, 2.30, 6.29], [2.58, 1.56, 5.12], [2.34, 0.24, 3.02], [-1.34, 1.77, 0.50], [-1.93, 2.64, -0.31], [-2.59, 3.72, 0.30], [-3.23, 4.70, -0.43], [-3.25, 4.63, -1.82], [-2.62, 3.58, -2.44], [-1.95, 2.57, -1.72], [-1.30, 1.49, -2.47], [-0.72, 0.40, -1.99], [-0.28, -0.35, -3.07], [-0.60, 0.29, -4.22], [-1.24, 1.45, -3.83], [-2.57, 3.76, 1.39], [-3.72, 5.52, 0.08], [-3.74, 5.40, -2.41], [-2.66, 3.54, -3.52], [0.22, -1.30, -2.95], [-0.43, 0.04, -5.26], [-1.57, 2.16, -4.45], [2.47, -0.19, -1.07], [3.47, 0.61, -0.43], [4.80, 0.34, -0.52], [5.76, 1.20, 0.05], [5.38, 2.34, 0.69], [4.00, 2.62, 0.85], [3.54, 3.78, 1.52], [2.20, 3.99, 1.67], [1.30, 3.02, 1.19], [1.69, 1.93, 0.56], [3.03, 1.73, 0.33], [2.01, 0.33, -1.81], [2.88, -1.03, -1.47], [5.14, -0.53, -1.09], [6.82, 0.97, -0.05], [6.11, 3.03, 1.09], [4.26, 4.49, 1.91], [1.82, 4.88, 2.16], [0.23, 3.13, 1.35], [-3.09, -3.90, -1.63], [-1.79, -3.89, -1.45], [-1.13, -3.29, 0.08], [-0.99, -4.32, -2.41], [0.44, -4.52, -2.49], [1.38, -3.86, -1.71], [2.72, -4.16, -1.86], [3.14, -5.09, -2.80], [2.20, -5.71, -3.62], [0.85, -5.42, -3.46], [-3.72, -3.42, -1.00], [-3.50, -4.28, -2.48], [-1.47, -4.68, -3.22], [1.09, -3.10, -0.99], [3.46, -3.66, -1.24], [4.19, -5.33, -2.91], [2.51, -6.42, -4.37], [0.12, -5.92, -4.09]]}

=====

No. 2
{"formula": "C6H11Cl4FeO2Tm", "method": "ωB97M-V with the def2-TZVPD basis set", "s2": 15.78, "de_lowest_ev": 0.000, "spin_multiplicity": 8, "lumo_ev": [2.2, 1.9], "charge": -1, "homo_energy_ev": [-3.3, -4.2], "symbols": ["Fe", "Cl", "C", "C", "H", "H", "H", "H", "H", "H", "Tm", "C", "C", "H", "H", "H", "H", "H", "Cl", "C", "Cl", "Cl", "C", "O", "O"], "coordinates": [[0.77, -0.97, -3.70], [0.84, -2.94, -2.75], [1.68, 0.71, -2.97], [-1.02, -0.27, -4.25], [1.70, 1.31, -3.87], [1.14, 1.27, -2.16], [2.70, 0.50, -2.69], [-0.83, 0.72, -4.70], [-1.80, -0.05, -3.47], [-1.46, -0.87, -5.07], [-0.38, 0.16, 0.98], [-2.16, -1.17, 1.72], [-1.11, 1.90, -0.06], [-3.16, -0.77, 1.47], [-2.12, -2.17, 1.25], [-2.20, -1.37, 2.80], [-2.08, 1.88, -0.60], [-0.41, 2.68, -0.42], [1.83, 1.30, 5.60], [1.67, -0.18, 4.65], [3.23, -1.01, 4.55], [0.41, -1.26, 5.31], [1.11, 0.16, 3.18], [0.15, 1.01, 3.01], [1.51, -0.54, 2.18]]}

=====

DFT total energy: -78596.385, -124500.593 (eV)